1.
Molecular formula: C7H12O
Method: DFT, ωB97M-V/def2-TZVPD

Computed properties:
Net charge: 0
LUMO in eV: 1.065
HOMO energy in eV: -7.895
Max |F| in eV/A: 1.5
Structure (SMILES): CCC1=C(C)OCC1

Last column: Mulliken charge in e.
Element x y z (Å)
C: -2.284 0.060 -0.814  -1.463
C: -0.856 0.112 -1.389  -0.127
C: 0.245 0.044 -0.374  0.301
C: 0.307 -0.056 0.973  0.541
C: -0.720 -0.091 2.036  -1.289
O: 1.596 -0.113 1.472  -0.450
C: 2.498 0.075 0.358  -0.419
C: 1.653 -0.068 -0.916  -0.676
H: -3.051 0.139 -1.614  0.377
H: -2.457 -0.909 -0.323  0.329
H: -2.507 0.860 -0.102  0.332
H: -0.783 1.021 -1.990  0.332
H: -0.746 -0.758 -2.073  0.278
H: -0.500 -1.012 2.644  0.309
H: -0.624 0.788 2.681  0.275
H: -1.716 -0.156 1.643  0.320
H: 3.330 -0.652 0.441  0.253
H: 2.952 1.091 0.479  0.217
H: 1.869 0.676 -1.714  0.320
H: 1.796 -1.052 -1.419  0.239

Cartesian forces (eV/Å) of the 3 atoms listed first:
C -0.4718 -0.3564 -0.4447
C -0.9648 -0.4445 0.5558
C 0.4335 -0.1488 0.5195

***

2.
Molecular formula: C8H32N2O8
Method: DFT, ωB97M-V/def2-TZVPD

Computed properties:
Net charge: 0
LUMO in eV: 0.488
HOMO energy in eV: -9.425
Max |F| in eV/A: 9.3
Structure (SMILES): NC(N)=O.CO.CO.CO.CO.CO.CO.CO

Last column: Mulliken charge in e.
Element x y z (Å)
N: -0.909 0.564 0.739  0.097
C: -0.200 1.134 -0.198  0.740
N: 0.452 2.080 0.266  -0.309
O: -0.282 0.800 -1.395  -0.718
H: -0.960 0.865 1.701  -0.003
H: -1.493 -0.147 0.322  -0.257
H: 1.257 2.351 -0.281  0.123
H: 0.537 2.200 1.266  0.225
C: 0.925 -1.655 1.696  0.149
O: 1.837 -2.503 2.245  -0.591
H: 0.171 -2.141 1.076  0.118
H: 0.489 -1.038 2.483  -0.076
H: 1.596 -0.997 1.144  0.144
H: 2.328 -2.016 2.911  0.324
C: -2.841 -3.102 2.898  -0.728
O: -2.426 -1.847 2.355  -0.311
H: -3.038 -3.084 3.970  0.261
H: -3.814 -3.447 2.547  0.267
H: -2.058 -3.841 2.726  0.301
H: -2.410 -1.906 1.397  0.247
C: 1.436 -3.041 -2.560  -0.616
O: 0.326 -2.185 -2.603  -0.450
H: 1.184 -4.039 -2.919  0.257
H: 2.208 -2.675 -3.237  0.265
H: 1.794 -3.238 -1.550  0.241
H: 0.522 -1.309 -2.263  0.282
C: -2.863 -1.485 -1.197  -0.395
O: -3.376 -1.009 0.032  -0.541
H: -3.332 -2.378 -1.609  0.278
H: -3.036 -0.723 -1.957  0.339
H: -1.781 -1.615 -1.224  0.059
H: -4.101 -0.451 -0.261  0.287
C: 4.095 1.545 -1.560  -0.485
O: 3.927 1.573 -2.952  -0.496
H: 5.158 1.434 -1.343  0.334
H: 3.692 2.435 -1.077  0.226
H: 3.734 0.658 -1.040  0.126
H: 4.321 2.379 -3.295  0.295
C: 1.153 3.638 -3.330  -0.287
O: -0.179 3.964 -3.645  -0.520
H: 1.088 3.124 -2.371  -0.056
H: 1.561 3.175 -4.228  0.263
H: 1.768 4.499 -3.066  0.358
H: -0.224 4.610 -4.354  0.272
C: -1.418 1.818 3.995  -0.725
O: -0.839 0.565 3.700  -0.470
H: -1.546 2.183 2.976  0.268
H: -2.477 1.878 4.247  0.342
H: -0.754 2.498 4.528  0.278
H: -1.203 -0.097 4.292  0.269

Cartesian forces (eV/Å) of the 3 atoms listed first:
N -2.3157 -2.5080 0.5682
C -3.6585 -4.2177 -3.4540
N 6.0370 6.8025 1.8511

***

3.
Molecular formula: C23H20FN2S
Method: DFT, ωB97M-V/def2-TZVPD

Computed properties:
Net charge: +1
LUMO in eV: -3.111
HOMO energy in eV: -11.703
Max |F| in eV/A: 2.9

Last column: Mulliken charge in e.
Element x y z (Å)
F: -1.581 0.394 -5.736  -0.309
C: -1.391 0.802 -4.427  0.161
C: -1.372 2.176 -4.134  -0.739
C: -1.205 2.545 -2.779  -0.686
C: -1.005 1.557 -1.807  -0.548
C: -1.055 0.204 -2.117  0.547
C: -0.853 -0.701 -0.949  0.338
C: -0.660 -2.158 -1.311  0.532
C: -0.997 -3.103 -0.335  -0.596
C: -1.106 -4.453 -0.666  -0.607
C: -0.899 -4.910 -1.985  -0.500
C: -0.438 -3.983 -2.941  -0.690
C: -0.177 -2.636 -2.579  -0.620
C: -1.349 -0.214 -3.464  -0.707
H: -1.589 2.908 -4.912  0.436
H: -1.215 3.606 -2.508  0.411
H: -0.836 1.865 -0.783  0.299
H: -1.519 -0.534 -0.045  0.790
H: -1.187 -2.758 0.699  0.358
H: -1.360 -5.189 0.101  0.387
H: -1.113 -5.969 -2.257  0.376
H: -0.271 -4.301 -3.979  0.397
H: 0.387 -2.007 -3.277  0.705
H: -1.653 -1.241 -3.762  0.632
C: 0.842 2.773 5.186  -0.654
C: 1.451 2.130 4.104  -0.846
C: 0.628 1.516 3.180  0.591
C: -0.763 1.505 3.279  0.646
C: -1.356 2.130 4.366  -0.561
C: -0.530 2.752 5.343  -0.680
S: -1.470 0.735 1.853  -0.178
C: 0.127 0.578 1.117  0.580
N: 0.450 0.197 -0.120  0.066
C: 1.863 -0.046 -0.510  -0.546
C: 2.742 -0.181 0.735  -1.007
C: 2.510 0.973 1.654  -0.606
N: 1.093 0.986 1.993  0.166
H: 1.483 3.294 5.893  0.390
H: 2.518 2.114 3.976  0.328
H: -2.432 2.176 4.484  0.418
H: -0.971 3.224 6.217  0.405
H: 1.893 -0.968 -1.119  0.288
H: 2.180 0.814 -1.176  0.272
H: 2.474 -1.143 1.214  0.304
H: 3.790 -0.202 0.434  0.432
H: 3.063 0.811 2.563  0.522
H: 2.857 1.932 1.285  0.305

Cartesian forces (eV/Å) of the 3 atoms listed first:
F 0.1402 0.6050 1.4161
C -0.5793 -0.2544 -0.5077
C -0.0814 -0.6638 0.7543